Density functional theory data (ωB97M-V/def2-TZVPD) for an isolated molecule of C6H5N in a non-equilibrium geometry.

E_HOMO = -9.77 eV
LUMO = -0.502 eV
Calculated total energy = -7787.0945 eV

```
! RIJCOSX wB97M-V def2-TZVPD def2/J DEFGRID3
* xyz 0 1
C 1.451 -0.992 -0.474
C 2.389 -1.307 -1.247
C -0.987 -0.443 -1.067
C 0.183 1.144 -0.056
C -0.044 -1.193 -0.206
C 0.697 -0.183 0.521
N -0.894 0.789 -0.945
H -1.694 -0.919 -1.803
H -0.249 1.985 0.587
H 1.093 1.474 -0.573
H -0.311 -2.174 0.099
H 1.000 -0.028 1.641
*
```